1.
An isolated ion of composition C8H14FN4O5P2 and charge +1. Source: the OMol25 dataset; level of theory: ωB97M-V/def2-TZVPD.

Results
- Structure (SMILES): C[C@@H](F)n1c(P(=O)(O)O)c(OC#N)[n+]([PH2]=N)c1CCO
- HOMO energy: -13.39 eV
- Kohn-Sham gap: 9.493 eV

```
! RIJCOSX wB97M-V def2-TZVPD def2/J DEFGRID3
* xyz 1 1
C 2.16678 2.36716 0.29879
C 2.06422 1.00631 -0.40365
F 3.24924 0.35440 -0.26439
N 0.91902 0.17120 -0.00513
C 0.93306 -1.22243 0.08492
P 2.26395 -2.44102 -0.18676
O 1.83549 -3.81419 0.05048
O 2.82819 -2.31712 -1.70206
O 3.52760 -2.12668 0.76936
C -0.27514 -1.69879 0.43151
O -0.70973 -2.96359 0.62065
C -1.50051 -3.35898 -0.37109
N -2.43371 -3.57946 -1.02798
N -1.07860 -0.55105 0.55953
P -2.82061 -0.66454 0.97694
N -3.04286 -1.07192 2.46232
C -0.33674 0.52313 0.29412
C -0.92485 1.91217 0.33761
C -1.48221 2.35688 -1.08132
O -2.80660 2.84432 -0.89794
H 1.68885 2.41070 1.28305
H 3.20535 2.70792 0.34331
H 1.63563 3.09930 -0.33194
H 1.94786 1.19353 -1.48292
H 3.16214 -3.21307 -1.88240
H 4.25701 -1.84540 0.19559
H -3.40609 0.58010 0.62715
H -3.37694 -1.60411 0.07889
H -3.57354 -0.30993 2.88823
H -1.81565 1.84876 0.97501
H -0.28271 2.66195 0.79880
H -1.56278 1.44212 -1.68692
H -0.84458 3.12841 -1.52165
H -3.41054 2.17391 -1.23012
*
```



2.
C9H18Cl2CoHoN3O4P as an isolated structure. Source: the OMol25 dataset; level of theory: ωB97M-V/def2-TZVPD.

Results
- HOMO energy (alpha / beta): -22.17 / -21.72 eV
- Kohn-Sham gap (alpha / beta): 8.488 / 4.859 eV

```
! RIJCOSX wB97M-V def2-TZVPD def2/J DEFGRID3
* xyz 4 9
Ho -0.38795 -0.89723 -5.39205
Co -0.36124 -0.51956 -2.67964
Cl -1.05093 1.22894 -4.09781
Cl 0.86994 -2.55192 -3.99918
C -1.10864 -1.86049 -1.78007
C -0.32146 -0.43505 -8.02157
C 0.06395 -2.22702 -7.53185
O -1.07555 -2.84397 -1.15887
O -0.25433 -0.05576 -9.13428
O 0.44207 -3.04857 -8.26792
C -0.40783 2.94248 0.42591
N 0.08943 1.86765 1.26701
C -0.02648 2.10337 2.70106
P 0.14926 0.31475 0.74479
O 0.10107 0.26923 -0.74897
N 1.45581 -0.25166 1.61301
C 1.73995 -1.67141 1.88357
C 2.57097 0.61317 1.99212
N -1.01126 -0.60392 1.62434
C -0.79900 -0.68462 3.09630
C -2.44712 -0.54424 1.30994
H -0.02530 3.89955 0.79679
H -1.50315 2.98865 0.41665
H -0.05706 2.81284 -0.59940
H -1.02860 1.88818 3.09119
H 0.69619 1.51274 3.27026
H 0.18709 3.16073 2.90991
H 0.92783 -2.31517 1.57690
H 2.63658 -1.92507 1.32638
H 1.95851 -1.86973 2.94634
H 3.46427 0.30024 1.43515
H 2.36688 1.65888 1.73256
H 2.83656 0.58582 3.06409
H -1.24228 0.14620 3.65386
H -1.21332 -1.62887 3.47644
H 0.25616 -0.70650 3.36118
H -2.97619 0.19830 1.92709
H -2.62717 -0.32293 0.25472
H -2.88768 -1.52803 1.51402
*
```



3.
C15H22F3N5O6Ru as an isolated structure. Source: the OMol25 dataset; level of theory: ωB97M-V/def2-TZVPD.

Results
- Energy relative to the best compared isomer or geometry (same formula, charge and spin): 0.0 kcal/mol
- HOMO energy (alpha / beta): -12.46 / -12.58 eV
- Kohn-Sham gap (alpha / beta): 9.122 / 8.160 eV

```
! RIJCOSX wB97M-V def2-TZVPD def2/J DEFGRID3
* xyz 1 2
Ru -0.11982 -0.81758 -0.14233
N 0.17019 -2.89132 -0.56912
C -0.66288 -4.00028 -0.06395
C -2.14518 -3.73789 -0.30301
N -2.57535 -2.42531 0.15243
C -2.86351 -2.30195 1.57296
C -1.62841 -2.07318 2.42356
N -0.83572 -0.95110 1.88879
C -3.52497 -1.72158 -0.69856
C -3.01271 -0.32651 -0.99820
N -1.63556 -0.44537 -1.51327
H 0.21663 -2.93112 -1.58596
H 1.14417 -3.01673 -0.28242
H -0.43798 -4.13516 0.99077
H -0.38473 -4.93058 -0.56302
H -2.72266 -4.55008 0.15799
H -2.32889 -3.79842 -1.37727
H -3.39687 -3.18116 1.95754
H -3.53080 -1.44749 1.70742
H -0.98784 -2.95053 2.45012
H -1.93333 -1.87339 3.45275
H 0.04912 -0.88707 2.39267
H -1.30693 -0.06977 2.09051
H -4.51866 -1.65702 -0.24439
H -3.64947 -2.26674 -1.63597
H -2.97649 0.29342 -0.10129
H -3.64920 0.17333 -1.73063
H -1.30642 0.45269 -1.86862
H -1.61589 -1.07985 -2.31029
F 3.87634 0.66936 -2.15990
C 3.23418 -0.37406 -2.71032
F 4.13091 -1.29564 -3.04405
F 2.62687 0.04908 -3.82240
C 2.23031 -0.94102 -1.67865
O 1.00690 -0.52937 -1.83330
O 2.65993 -1.67432 -0.81296
O 1.47673 0.33647 0.91256
C 0.88908 1.38736 0.53353
O -0.29002 1.24506 0.04136
C 1.47259 2.73771 0.61685
C 2.81221 2.87210 0.97012
C 3.37959 4.13270 1.03640
C 2.58155 5.22388 0.74965
C 1.24862 5.11543 0.39496
C 0.69116 3.85186 0.32583
N 3.18258 6.57774 0.82276
O 2.46179 7.51564 0.56172
O 4.34940 6.64785 1.13689
H 3.40068 1.98933 1.18059
H 4.41574 4.28039 1.30085
H 0.67792 6.00608 0.18043
H -0.34490 3.72415 0.04787
*
```



4.
C11H14ClNO6PPdS2 as an isolated structure. Source: the OMol25 dataset; level of theory: ωB97M-V/def2-TZVPD.

Results
- Energy relative to the best compared isomer or geometry (same formula, charge and spin): 29.4 kcal/mol
- HOMO energy (alpha / beta): -1.66 / -1.87 eV
- Kohn-Sham gap (alpha / beta): 6.075 / 6.089 eV

```
! RIJCOSX wB97M-V def2-TZVPD def2/J DEFGRID3
* xyz -2 2
Pd 0.20338 0.50571 0.23463
C 3.00408 1.66671 2.90613
C 2.89758 0.20251 2.50773
O 3.40188 0.00581 1.19663
P 2.41038 -0.46629 -0.00747
S 3.65808 -0.61019 -1.54487
S -0.61662 -0.29759 2.21463
O 2.20688 -2.03059 0.56763
C 1.22868 -2.85199 -0.00467
C 1.80918 -3.70279 -1.13177
H 2.55118 1.81671 3.88313
H 2.45698 2.27131 2.18343
H 4.04538 1.98561 2.93383
H 1.84378 -0.12079 2.56623
H 3.49438 -0.43209 3.17793
H 0.39498 -2.22999 -0.38417
H 0.84268 -3.49399 0.79933
H 2.17538 -3.05509 -1.92667
H 1.05218 -4.37839 -1.52677
H 2.64878 -4.28399 -0.75407
N -6.86662 -0.13909 -2.37437
C -5.76462 -0.02729 -2.04547
C -4.43082 0.08091 -1.63527
C -3.50312 -0.90959 -1.98077
C -2.18632 -0.79449 -1.58097
C -1.72772 0.29841 -0.82877
C -2.67952 1.27301 -0.48357
C -3.99882 1.17831 -0.87507
H -3.82992 -1.75249 -2.58067
H -1.48412 -1.56349 -1.89467
H -2.37532 2.14891 0.08153
H -4.71152 1.95531 -0.61847
O -0.90092 4.17031 -0.00377
Cl 0.36758 3.54461 -0.21877
O 1.32668 4.55131 -0.55417
O 0.27818 2.60011 -1.28337
O 0.77778 2.88461 0.98593
*
```



5.
C24H60MnN4O8 as an isolated structure. Source: the OMol25 dataset; level of theory: ωB97M-V/def2-TZVPD.

Results
- Energy relative to the best compared isomer or geometry (same formula, charge and spin): 56.9 kcal/mol
- HOMO energy (alpha / beta): -13.36 / -13.36 eV
- Kohn-Sham gap (alpha / beta): 9.185 / 9.162 eV

```
! RIJCOSX wB97M-V def2-TZVPD def2/J DEFGRID3
* xyz 2 6
Mn -0.44382 -0.29892 -0.67996
C 1.59589 -1.07252 2.15611
O 0.42327 -0.50936 1.61871
C -0.43134 -0.02502 2.61975
C -1.06943 1.22736 2.02602
N -1.66474 0.96677 0.76756
C -2.21992 2.24970 0.41267
C -3.50694 2.36701 1.22841
O -3.86803 1.06672 1.67180
C -4.88791 0.98785 2.72771
H 2.34744 -1.25111 1.42834
H 1.49266 -2.04853 2.62592
H 2.08160 -0.48036 2.95150
H 0.10102 0.24924 3.58178
H -1.09260 -0.81658 2.87715
H -0.29010 1.95360 2.01854
H -1.84080 1.50067 2.81493
H -2.55045 0.62676 1.14862
H -2.50799 2.41648 -0.65905
H -1.51394 3.01113 0.76930
H -4.37933 2.71210 0.69772
H -3.35100 3.03918 2.05154
H -5.82435 1.41938 2.43527
H -4.59637 1.48520 3.61896
H -5.07462 -0.09412 2.98709
C 4.01255 -3.47512 -3.51065
O 3.69017 -2.21736 -3.02753
C 2.27420 -2.04566 -2.88033
C 1.91632 -2.47212 -1.32734
N 0.53700 -2.13498 -1.11132
C 0.18346 -3.04732 -0.03303
C -1.25667 -3.05257 0.23310
O -1.65226 -1.69526 0.21993
C -3.00969 -1.55038 0.55463
H 3.41284 -3.71999 -4.36335
H 3.66358 -4.16272 -2.75179
H 5.05713 -3.56928 -3.68052
H 1.65772 -2.72312 -3.49679
H 1.92605 -1.08971 -3.19258
H 2.58165 -2.03285 -0.64685
H 2.16513 -3.56196 -1.39917
H 0.12559 -2.69131 -1.94008
H 0.69911 -2.82964 0.85323
H 0.31894 -4.07274 -0.28612
H -1.30588 -3.45876 1.17248
H -1.72404 -3.65604 -0.45619
H -3.45253 -0.68270 0.19158
H -3.02910 -1.56181 1.63351
H -3.66988 -2.31594 0.18646
C 2.27225 4.52039 6.20327
O 2.26100 3.20351 5.68824
C 1.75185 3.06150 4.41664
C 2.60507 3.76406 3.41388
N 1.89118 3.66755 2.17435
C 2.18322 2.41352 1.53718
C 1.49490 2.43049 0.21334
O 1.60484 1.07740 -0.30045
C 2.82727 0.72998 -0.75727
H 2.59380 4.60234 7.19512
H 1.21902 4.70849 6.18368
H 2.78731 5.22999 5.57533
H 0.80787 3.55460 4.35645
H 1.62582 2.02117 4.19270
H 3.70467 3.46310 3.51890
H 2.65021 4.86534 3.54292
H 2.36194 4.25403 1.47678
H 1.78878 1.61472 2.20549
H 3.21585 2.27317 1.38795
H 2.10804 3.18261 -0.39693
H 0.51132 2.65012 0.27611
H 3.50717 1.50961 -0.95612
H 2.77857 0.01772 -1.60701
H 3.26090 0.12335 0.11522
C 0.72756 1.73354 -3.17911
O -0.32421 1.26978 -2.31953
C -1.61126 1.54301 -2.96690
C -2.38875 0.30975 -2.70117
N -1.55385 -0.85848 -2.76547
C -2.41199 -2.05006 -2.96132
C -1.66081 -3.25081 -3.52651
O -0.69976 -3.67484 -2.68018
C 0.16160 -4.68831 -3.34061
H 1.71255 1.43594 -2.93391
H 0.72896 2.83095 -3.18505
H 0.51309 1.52566 -4.19916
H -1.53820 1.71537 -4.09471
H -2.21142 2.41350 -2.69875
H -3.25667 0.37278 -3.28754
H -2.83245 0.54066 -1.63441
H -0.93551 -0.83977 -3.60021
H -3.18539 -1.79449 -3.75130
H -2.87913 -2.43314 -2.01689
H -1.23058 -2.99174 -4.47806
H -2.36459 -4.03309 -3.66623
H -0.14226 -5.75093 -3.40863
H 1.02117 -4.83409 -2.83181
H 0.49945 -4.29326 -4.26594
*
```



In hartree/bohr, the strongest force on any atom values for the records above are, in order, 0.055 0.177 0.011 0.040 0.094.